C22H50Cl4N6O6 | ωB97M-V with the def2-TZVPD basis set

Last column: Löwdin charge in e.
Geometry (Å):
Cl -5.23708 2.99792 -1.38165  0.5541
Cl 2.36681 -0.42794 2.13279  0.6253
Cl -2.22823 2.39052 -0.17320  0.6164
Cl 2.88807 2.20200 0.08251  0.5653
O 5.50304 1.71041 3.96175  0.0227
O -0.14773 -5.68400 -0.31358  -0.0013
O -1.61379 5.49213 -4.77128  0.0182
O 0.97504 -4.12863 5.07002  0.0238
O 2.36625 -3.48544 -4.05871  0.0143
O -1.92456 -1.36232 0.28510  -0.0055
N -0.92051 -2.86505 4.97957  -0.2026
N 0.26674 -2.60683 -3.82088  -0.1897
N -0.29416 4.56943 -3.15722  -0.1948
N 4.42692 3.56345 3.19985  -0.2019
N 1.53311 -4.15238 -0.11836  -0.1805
N -3.53712 -2.07353 -1.16876  -0.1908
C 2.82078 -3.69185 -0.59143  -0.0513
C -0.68379 3.20599 -3.47501  -0.0462
C 5.63458 4.22865 2.76537  -0.0469
C -3.87263 4.13408 -1.45878  -0.6657
C -1.15315 -2.83416 -3.92455  -0.0581
C -2.96240 4.00638 -0.26360  -0.6294
C 4.48905 2.32336 3.73221  -0.3684
C -0.18633 -3.95100 5.34068  -0.3420
C 0.79802 4.74086 -2.22498  -0.0619
C 0.93238 -3.36289 0.93574  -0.0535
C 3.20330 4.31160 3.06275  -0.0838
C 1.18304 0.23908 1.00331  -0.6607
C 0.90677 -5.20854 -0.68397  -0.3489
C 1.32967 1.72647 0.80025  -0.6592
C -4.46599 -1.66987 -2.19082  -0.0542
C 0.66158 -1.48134 -3.00167  -0.0399
C 1.17261 -3.51002 -4.27179  -0.3410
C -2.28162 -2.69274 5.41512  -0.0673
C -3.41846 -3.46789 -0.80178  -0.0306
C -2.78351 -1.14314 -0.54441  -0.3561
C -0.33537 -1.81301 4.21042  -0.0699
C -0.82008 5.59830 -3.86675  -0.3553
H 0.66052 -4.29532 -4.85893  0.1352
H -1.25726 3.17020 -4.39332  0.0888
H 0.17681 0.05953 1.38041  0.0644
H 2.34009 3.75067 3.41275  0.0780
H -2.41801 -1.83645 6.07436  0.0871
H 5.62948 5.29738 2.96358  0.0852
H 3.31625 -4.45038 -1.19369  0.0888
H 1.30479 -0.25984 0.04411  0.0539
H 0.72225 -2.00263 4.05692  0.0552
H 3.04356 4.54593 2.00331  0.0679
H -3.51574 4.16728 0.65516  0.0705
H 1.71501 -1.54965 -2.75531  0.0738
H -4.22977 5.15980 -1.54290  0.0840
H -5.43944 -2.15215 -2.04264  0.0919
H 1.23658 2.24462 1.75319  0.0594
H 3.48029 1.90824 3.92689  0.1169
H -2.85188 -3.99073 -1.57996  0.0763
H -0.45943 -0.87768 4.76840  0.0948
H -0.78009 -4.67970 5.91924  0.1318
H -3.32799 3.94763 -2.38437  0.0533
H -3.07176 -0.12419 -0.85763  0.0843
H 0.08079 -1.48788 -2.06755  0.0797
H 3.50535 -3.45656 0.22414  0.0905
H -2.89858 -3.59771 0.14025  0.0882
H 0.65474 -2.40217 0.49011  0.0558
H -4.64223 -0.60312 -2.06956  0.0797
H 6.48641 3.75535 3.25282  0.0862
H 0.41006 -0.53666 -3.49296  0.0879
H 1.58142 -3.22738 1.79558  0.0690
H -1.24512 2.79006 -2.63823  0.0330
H 2.66681 -2.78936 -1.18967  0.0682
H 1.45455 -5.58399 -1.56443  0.1326
H 1.03495 5.80027 -2.14085  0.0860
H 0.22326 2.60262 -3.58818  0.0896
H -4.38989 -3.96183 -0.75757  0.0914
H -1.50369 -3.19026 -2.95335  0.0701
H -4.16636 -1.96516 -3.19935  0.0831
H -2.63468 -3.61835 5.86952  0.0820
H 0.53862 2.05687 0.13574  0.0136
H -1.38751 -3.62672 -4.63798  0.0907
H 3.30671 5.26214 3.58937  0.0870
H -0.44927 6.57741 -3.50784  0.1339
H -2.17185 4.74251 -0.40531  0.0725
H 0.00694 -3.82761 1.26913  0.0875
H 5.79820 4.06779 1.69162  0.0936
H -0.76855 -1.67011 3.21395  0.0840
H -1.66414 -1.93732 -4.27364  0.0902
H 1.67302 4.17948 -2.56552  0.0869
H 0.56846 4.36100 -1.22337  0.0716
H -2.93395 -2.57394 4.53935  0.0908

Force components x, y, z for each atom (eV/Å):
-0.1088 0.1244 -0.0329
0.1577 0.0647 0.1838
0.1664 -0.1036 0.1877
0.0442 -0.0224 -0.0904
0.3457 -0.2412 -0.0183
-0.2910 -0.0165 -0.0853
-0.3496 -0.0260 -0.1677
0.4392 -0.1157 -0.1557
-0.0687 0.0261 -0.0912
0.3228 0.0250 0.2113
-0.0995 -0.4796 0.1179
0.2755 0.1871 -0.1400
-0.1989 -0.1781 -0.1509
0.0860 0.4263 0.1189
0.4281 -0.3940 0.3850
0.1114 0.0217 0.5331
-0.0442 0.1832 -0.3248
0.5033 -0.0979 0.3339
0.5686 -0.6404 -0.3800
0.3005 0.0311 -0.4211
0.0585 -0.5493 -0.0838
-0.2590 0.2422 -0.4209
-0.5965 0.0278 0.0207
-0.4639 0.1749 0.0565
-0.0095 -0.0532 0.0739
-0.7366 -0.0135 -0.3867
0.1913 0.0891 -0.6312
-0.1116 0.3083 -0.4714
0.1791 0.3292 0.1293
-0.0646 -0.0230 0.4020
-0.7816 -0.3501 0.2149
-0.4814 0.0004 0.4146
-0.3231 0.0020 0.1463
-0.4616 -0.5680 -0.7672
0.2046 -0.5183 -0.7392
-0.4636 0.1002 -0.2155
0.3958 0.8100 -0.1372
0.4100 0.1547 0.3982
0.2606 -0.0643 -0.0164
-0.1053 0.1342 -0.0210
0.0240 -0.2005 0.0018
0.0677 -0.0333 0.2165
0.0804 -0.0142 0.1405
-0.1855 0.0296 0.1626
-0.1876 0.0162 -0.1977
-0.0174 -0.1737 0.0732
0.0539 -0.0655 0.2078
-0.1076 0.0039 0.0537
0.1317 0.0688 0.1253
0.1018 0.0983 -0.2107
-0.2946 -0.0798 0.2364
0.1061 -0.0099 0.1962
0.0333 0.0793 -0.0458
0.1116 0.0483 0.0955
0.0440 -0.1625 0.2071
0.1522 0.0794 -0.1672
0.0049 0.0222 0.0458
-0.0312 -0.1972 0.0557
0.1885 -0.0018 0.0081
0.1233 -0.1316 -0.0195
-0.2312 -0.0016 0.2078
0.0714 0.2142 0.0417
0.0629 0.1267 0.3524
0.1221 0.0935 -0.4880
-0.0705 0.1329 0.1556
0.2651 -0.0176 -0.1240
0.2254 -0.0197 -0.0801
-0.1160 -0.1387 -0.1235
0.3395 -0.0131 -0.0502
0.0777 -0.1424 0.0698
0.1076 -0.0259 -0.0182
-0.0817 -0.0052 -0.0935
-0.1369 0.2652 0.0902
-0.3848 0.3729 0.0034
0.2918 0.3165 -0.0091
0.1183 0.1348 0.3712
-0.0344 0.1014 -0.0931
0.2607 0.0236 -0.0667
-0.2596 -0.0379 0.1760
0.0267 -0.0410 -0.1100
0.1051 -0.0670 0.3101
0.0535 -0.1506 -0.0725
-0.1670 0.1805 0.0236
-0.3207 -0.2497 0.1188
-0.0936 0.0918 0.2641
0.0529 0.1863 -0.0367
-0.2068 0.0188 -0.0748
0.0927 0.2683 0.0912

Its SMILES is CN(C)C=O.CN(C)C=O.CN(C)C=O.CN(C)C=O.CN(C)C=O.CN(C)C=O.ClCCCl.ClCCCl. Its molar mass is 636.5 u. The highest occupied orbital energy comes out at -8.9 eV. As for the multiplicity: 1. The gap between HOMO and LUMO comes out at 0.33082 Eh.